The following is a DFT calculation (ωB97M-V with the def2-TZVPD basis set) of a molecular structure, C35H32BrCsN16O3S2.

Each line ends with the Mulliken charge.
Geometry (Å):
Cs 0.909 -0.408 -0.413  0.819
C -0.476 -4.094 2.247  -1.006
C -1.087 -5.136 1.572  -0.566
C -1.315 -5.025 0.208  -1.033
C -0.926 -3.863 -0.445  0.535
N -0.339 -2.864 0.209  0.679
C -0.115 -2.976 1.511  -0.435
C -1.136 -3.636 -1.921  0.684
C -1.766 -4.582 -2.721  -0.891
C -1.943 -4.315 -4.069  -0.780
C -1.488 -3.113 -4.580  -0.985
C -0.863 -2.234 -3.709  -0.706
N -0.685 -2.478 -2.414  0.827
H -0.292 -4.138 3.311  0.474
H -1.391 -6.030 2.101  0.431
H -1.792 -5.836 -0.323  0.385
H 0.360 -2.114 1.984  0.282
H -2.122 -5.513 -2.307  0.400
H -2.436 -5.038 -4.707  0.438
H -1.611 -2.858 -5.623  0.488
H -0.485 -1.282 -4.070  0.589
N 3.759 -1.713 2.638  -0.381
C 4.144 -1.354 1.398  0.360
N 5.221 -0.581 1.287  -0.656
C 5.453 -0.157 0.050  0.452
N 6.439 0.740 -0.133  -0.338
N 4.789 -0.547 -1.062  -0.668
C 3.826 -1.412 -0.819  0.118
N 3.408 -1.829 0.373  -0.389
C 3.153 -2.022 -2.020  0.301
C 2.778 -3.356 -1.976  -0.031
C 2.315 -3.949 -3.141  -0.605
C 2.212 -3.179 -4.284  -0.388
C 2.553 -1.834 -4.209  -0.461
N 3.021 -1.256 -3.106  -0.124
H 4.175 -1.251 3.427  0.253
H 2.904 -2.224 2.753  0.195
H 7.012 0.997 0.650  0.260
H 6.735 0.943 -1.070  0.241
H 2.885 -3.909 -1.054  0.426
H 2.039 -4.996 -3.152  0.464
H 1.864 -3.598 -5.218  0.448
H 2.449 -1.194 -5.078  0.475
C 3.338 4.622 -3.298  -1.412
C 3.392 4.223 -1.872  1.103
N 3.831 4.950 -0.894  -0.869
N 3.659 4.158 0.206  0.283
C 3.111 2.960 -0.046  0.004
S 2.784 1.711 1.019  -0.316
N 2.941 3.010 -1.402  0.472
N 2.329 1.992 -2.134  -0.564
H 3.818 5.591 -3.402  0.367
H 2.306 4.708 -3.644  0.318
H 3.854 3.897 -3.929  0.322
H 3.920 4.486 1.121  0.191
H 1.936 2.395 -2.975  0.201
H 3.012 1.273 -2.370  0.223
O -4.467 4.909 8.134  -0.674
S -3.405 4.022 7.717  1.184
O -2.293 4.665 7.047  -0.672
O -3.033 2.998 8.679  -0.684
C -4.165 3.017 6.407  0.009
N -5.474 2.756 6.488  -0.487
C -5.981 1.995 5.530  -0.371
C -5.228 1.479 4.487  -0.595
C -3.881 1.800 4.504  0.577
N -3.356 2.561 5.451  -0.298
C -2.912 1.342 3.458  1.022
C -3.274 0.525 2.393  -0.973
C -2.314 0.168 1.463  -0.618
N -1.040 0.555 1.531  0.643
C -0.699 1.346 2.556  -0.889
C -1.586 1.753 3.535  -0.671
H -7.045 1.787 5.589  0.406
H -5.685 0.869 3.722  0.342
H -4.289 0.170 2.272  0.264
H -2.579 -0.467 0.621  0.468
H 0.336 1.670 2.584  0.404
H -1.280 2.391 4.354  0.673
Br -0.573 3.497 -0.769  -0.088
C -1.903 2.579 -1.763  0.230
C -2.991 3.307 -2.226  -0.717
C -3.969 2.619 -2.917  -0.310
C -3.824 1.252 -3.110  -0.911
C -2.696 0.635 -2.603  -0.113
N -1.734 1.286 -1.936  0.273
H -3.063 4.367 -2.034  0.426
H -4.838 3.143 -3.291  0.404
H -4.572 0.675 -3.636  0.436
H -2.553 -0.433 -2.713  0.403

Output
charge	0
relative energy (zero: lowest compared OMol25 entry of this formula, charge and spin)	2.123	eV

---

The following is a DFT calculation (ωB97M-V with the def2-TZVPD basis set) of a molecular structure, C35H32CsN6S3.

Each line ends with the Mulliken charge.
Geometry (Å):
Cs -0.728 0.078 0.542  1.376
S -0.800 4.376 3.706  -0.379
C -2.440 3.908 3.727  -0.360
C -2.712 2.927 2.819  -1.235
C -1.600 2.477 2.025  -0.891
C -0.487 3.176 2.396  1.549
C 0.879 3.076 1.900  -0.223
C 1.905 3.931 2.352  -0.844
C 3.188 3.781 1.882  -0.353
C 3.462 2.785 0.948  -0.820
C 2.400 2.004 0.538  -0.263
N 1.153 2.128 0.984  0.289
H -3.120 4.369 4.429  0.450
H -3.715 2.520 2.736  0.344
H 1.676 4.702 3.075  0.296
H 3.978 4.433 2.236  0.398
H 4.458 2.628 0.558  0.357
H 2.556 1.218 -0.199  0.332
C -2.597 -1.411 6.122  -0.954
N -2.425 -0.482 5.028  0.031
C -3.305 -0.804 3.922  -0.620
C -1.020 -0.332 4.617  -0.215
C -0.317 -1.602 4.167  0.708
C 0.397 -2.336 5.120  -0.478
C 1.042 -3.518 4.774  -0.599
C 0.970 -3.962 3.461  -0.405
C 0.258 -3.214 2.520  -0.919
C -0.411 -2.016 2.821  -0.292
H -3.635 -1.377 6.464  0.343
H -1.953 -1.118 6.955  0.291
H -2.356 -2.453 5.857  0.319
H -4.342 -0.774 4.273  0.357
H -3.107 -1.791 3.479  0.253
H -3.183 -0.055 3.137  -0.052
H -0.492 0.107 5.472  0.575
H -1.017 0.406 3.809  -0.698
H 0.462 -1.979 6.147  0.253
H 1.598 -4.078 5.518  0.340
H 1.472 -4.884 3.174  0.333
H 0.233 -3.600 1.496  0.332
S 2.300 -5.260 -4.487  -0.137
C 1.486 -4.013 -3.500  0.318
C 2.119 -3.457 -2.398  -0.621
C 1.455 -2.476 -1.678  -0.441
N 0.236 -2.037 -1.986  -0.045
C -0.376 -2.606 -3.024  -0.478
C 0.202 -3.591 -3.811  -0.305
C 3.367 -4.169 -5.418  0.282
C 2.862 -3.412 -6.466  -0.247
C 3.728 -2.580 -7.157  -0.371
N 5.026 -2.469 -6.880  -0.583
C 5.498 -3.207 -5.879  -0.331
C 4.717 -4.068 -5.120  -0.146
H 3.106 -3.784 -2.102  0.400
H 1.915 -2.034 -0.800  0.415
H -1.378 -2.250 -3.240  0.433
H -0.338 -4.021 -4.643  0.440
H 1.815 -3.472 -6.732  0.355
H 3.364 -1.973 -7.979  0.353
H 6.556 -3.102 -5.669  0.351
H 5.149 -4.647 -4.316  0.396
N -0.842 0.592 -3.926  -0.352
C -1.474 1.729 -3.493  0.447
N -1.742 1.978 -2.267  -0.193
C -2.408 3.190 -2.137  -1.015
C -2.803 3.759 -0.932  0.057
C -3.448 4.983 -0.955  -0.640
C -3.703 5.643 -2.159  -0.394
C -3.308 5.091 -3.368  -0.503
C -2.659 3.865 -3.341  0.711
S -2.025 2.929 -4.672  -0.346
H -0.372 0.079 -3.192  0.196
H -0.327 0.661 -4.787  0.229
H -2.569 3.248 -0.001  0.674
H -3.746 5.435 -0.018  0.444
H -4.208 6.600 -2.155  0.355
H -3.500 5.603 -4.302  0.368

Output
charge	-1

---

The following is a DFT calculation (ωB97M-V with the def2-TZVPD basis set) of 4 unconnected molecules or ions with the total composition C35H32F11NO15P2.

Each line ends with the Mulliken charge.
Geometry (Å):
C 5.947 0.835 -1.898  -0.827
C 6.384 -0.439 -1.074  -0.646
P 5.225 -0.787 0.329  -0.333
C 5.619 0.221 1.826  -0.371
C 6.095 1.683 1.573  -0.966
C 3.474 -0.634 -0.162  0.477
C 2.835 -1.593 -0.940  -1.121
C 1.499 -1.485 -1.281  -0.948
C 0.776 -0.390 -0.847  -0.014
C 1.422 0.576 -0.082  0.729
C 2.743 0.486 0.268  -0.390
C 0.535 1.759 0.284  -0.138
O 0.930 2.857 -0.016  -0.635
C -0.836 1.350 0.851  0.731
C -1.456 0.374 0.075  0.997
C -2.718 -0.130 0.351  -1.724
N -3.419 -1.099 -0.426  0.631
C -2.677 -2.339 -0.709  -0.992
C -4.106 -0.596 -1.540  0.765
C -4.415 0.877 -1.766  -1.228
O -4.520 -1.405 -2.355  -0.668
C -3.345 0.359 1.503  0.537
P -5.055 -0.332 1.899  0.299
O -4.960 -1.222 3.304  -0.501
O -6.105 0.940 2.114  -0.457
C -2.714 1.301 2.321  1.058
C -3.501 1.692 3.590  -1.860
C -4.442 2.865 3.393  0.621
O -5.160 3.311 4.238  -0.543
F -4.487 3.422 2.136  -0.255
C -1.457 1.842 2.023  0.519
C -0.822 2.850 2.975  -0.081
F 0.105 3.680 2.469  -0.180
F -1.728 3.662 3.575  -0.357
C -0.110 2.034 4.159  0.847
F -0.583 2.494 5.338  -0.302
F -0.388 0.719 4.126  -0.292
C 1.435 2.200 4.196  0.402
F 1.808 3.407 4.609  -0.253
F 1.892 1.342 5.133  -0.302
F 2.036 1.861 3.057  -0.061
C -0.689 -0.179 -1.139  0.147
O -1.213 -0.421 -2.200  -0.604
H 5.267 1.412 -1.260  0.112
H 5.372 0.506 -2.771  0.318
H 6.828 1.415 -2.190  0.304
H 7.358 -0.215 -0.615  0.426
H 6.502 -1.322 -1.711  0.472
H 6.349 -0.279 2.473  0.514
H 4.684 0.284 2.408  0.159
H 7.073 1.759 1.087  0.342
H 5.307 2.224 1.035  0.132
H 6.181 2.169 2.559  0.385
H 3.452 -2.433 -1.262  0.416
H 1.023 -2.263 -1.878  0.500
H 3.179 1.292 0.855  0.621
H -2.330 -2.326 -1.743  0.009
H -1.797 -2.406 -0.056  0.393
H -3.267 -3.250 -0.540  0.449
H -4.105 1.146 -2.780  0.308
H -5.498 1.024 -1.649  0.368
H -3.925 1.568 -1.067  0.256
H -4.148 -1.748 3.256  0.364
H -5.883 1.600 1.438  0.366
H -4.029 0.835 4.026  0.774
H -2.760 1.971 4.348  0.337
O -3.209 -6.453 -5.625  -0.559
C -3.190 -5.282 -5.420  0.681
O -3.728 -4.690 -4.332  -0.312
C -3.375 -3.302 -4.381  0.273
C -3.119 -3.098 -5.849  0.265
F -2.160 -2.163 -6.063  -0.289
O -2.624 -4.365 -6.256  -0.337
H -2.483 -3.133 -3.776  -0.300
H -4.177 -2.680 -4.002  0.267
H -4.006 -2.848 -6.433  0.293
O 3.198 9.282 2.020  -0.490
C 3.054 8.123 1.839  0.531
O 1.888 7.542 1.453  -0.335
C 2.160 6.159 1.214  0.155
C 3.392 5.929 2.048  0.372
F 4.205 4.996 1.489  -0.279
O 4.039 7.186 1.999  -0.345
H 2.345 6.007 0.149  0.246
H 1.326 5.532 1.519  -0.137
H 3.190 5.660 3.087  0.295
O -0.445 -4.300 -1.968  -0.357
C -0.574 -5.461 -2.185  0.485
O -1.723 -6.027 -2.616  -0.216
C -1.446 -7.403 -2.895  -0.475
C -0.235 -7.654 -2.034  0.301
F 0.593 -8.567 -2.595  -0.292
O 0.409 -6.389 -2.029  -0.339
H -1.234 -7.523 -3.958  0.271
H -2.290 -8.035 -2.632  0.302
H -0.462 -7.952 -1.009  0.289

Output
charge	0
SMILES	CCP(CC)c1ccc2c(c1)C(=O)c1c(c(N(C)C(C)=O)c(P(O)O)c(CC(=O)F)c1C(F)(F)C(F)(F)C(F)(F)F)C2=O.O=C1OC[C@@H](F)O1.O=C1OC[C@@H](F)O1.O=C1OC[C@@H](F)O1

---

The following is a DFT calculation (ωB97M-V with the def2-TZVPD basis set) of 6 unconnected molecules or ions with the total composition C35H32F7O3P.

Each line ends with the Mulliken charge.
Geometry (Å):
O 1.017 2.636 0.347  -0.443
C 1.048 2.273 -0.746  0.022
O 1.522 3.086 -1.742  -0.471
C 0.569 0.873 -1.189  1.064
F 0.928 0.567 -2.413  -0.303
F 1.193 0.001 -0.389  -0.287
C -0.942 0.609 -1.006  0.599
F -1.131 -0.669 -1.279  -0.301
F -1.283 0.783 0.252  -0.281
C -1.863 1.400 -1.965  0.964
F -1.440 2.651 -2.190  -0.345
F -1.973 0.769 -3.114  -0.297
C -3.294 1.472 -1.303  0.021
O -3.882 0.494 -1.101  -0.410
P -4.135 3.089 -0.802  0.132
F -3.743 4.150 -1.938  -0.269
H 0.752 3.398 -2.245  0.375
H -3.375 3.440 0.349  0.060
C -1.901 1.023 -7.427  -0.616
C -2.615 0.889 -8.610  -0.316
C -3.920 0.414 -8.584  -0.423
C -4.509 0.068 -7.376  -0.445
C -3.792 0.194 -6.194  -0.385
C -2.489 0.672 -6.219  -0.065
H -0.886 1.399 -7.447  0.361
H -2.155 1.157 -9.553  0.358
H -4.477 0.313 -9.507  0.354
H -5.527 -0.300 -7.355  0.359
H -4.249 -0.082 -5.251  0.388
H -1.931 0.771 -5.298  0.458
C -2.066 5.840 3.417  -0.441
C -1.548 4.897 2.539  0.079
C -0.297 4.342 2.768  -0.173
C 0.439 4.735 3.878  -0.574
C -0.074 5.683 4.753  -0.377
C -1.327 6.235 4.523  -0.425
H -3.046 6.267 3.239  0.370
H -2.122 4.595 1.671  0.069
H 0.106 3.605 2.084  0.459
H 1.415 4.302 4.061  0.386
H 0.503 5.993 5.615  0.360
H -1.728 6.973 5.207  0.362
C -6.325 -1.020 0.437  -0.056
C -7.356 -0.105 0.598  -0.465
C -8.560 -0.505 1.163  -0.394
C -8.734 -1.823 1.563  -0.440
C -7.706 -2.741 1.394  -0.342
C -6.502 -2.340 0.833  -0.568
H -5.386 -0.706 0.003  0.527
H -7.221 0.923 0.284  0.355
H -9.363 0.210 1.291  0.359
H -9.672 -2.135 2.006  0.351
H -7.844 -3.771 1.701  0.363
H -5.699 -3.056 0.703  0.367
C 5.447 -3.851 0.826  -0.309
C 4.645 -4.446 -0.138  -0.418
C 3.535 -3.772 -0.631  -0.567
C 3.225 -2.505 -0.157  -0.106
C 4.022 -1.913 0.813  -0.464
C 5.134 -2.585 1.304  -0.330
H 6.316 -4.374 1.206  0.308
H 4.885 -5.435 -0.507  0.372
H 2.912 -4.236 -1.386  0.370
H 2.363 -1.980 -0.543  0.381
H 3.777 -0.926 1.187  0.395
H 5.756 -2.121 2.060  0.374
C 8.118 -2.683 4.538  -0.419
C 9.449 -2.720 4.929  -0.398
C 10.214 -3.852 4.682  -0.355
C 9.647 -4.948 4.047  -0.403
C 8.313 -4.914 3.663  -0.468
C 7.549 -3.781 3.907  -0.339
H 7.523 -1.797 4.725  0.366
H 9.892 -1.866 5.426  0.358
H 11.254 -3.879 4.984  0.356
H 10.244 -5.830 3.852  0.356
H 7.868 -5.772 3.173  0.373
H 6.509 -3.754 3.607  0.559

Output
charge	0
SMILES	O=C(O)C(F)(F)C(F)(F)C(F)(F)C(=O)PF.c1ccccc1.c1ccccc1.c1ccccc1.c1ccccc1.c1ccccc1

---

Number 1: E_HOMO -6.60 eV. Number 2: E_HOMO -2.98 eV. Number 3: E_HOMO -7.76 eV. Number 4: E_HOMO -9.30 eV.